Record 1
# C30H68N8O8P2

A cluster of 3 separate species, C30H68N8O8P2 in total (ωB97M-V/def2-TZVPD, the OMol25 dataset).

Bonds (Å) are listed after each position.
Atoms and positions in Å:
1 C 0.90 6.63 3.11  C2 1.534, H27 1.089, H28 1.090, H29 1.088
2 C 1.17 5.89 1.79  C1 1.534, C3 1.549, H30 1.093, H31 1.091
3 C 1.71 4.46 2.05  C2 1.549, N4 1.461, H32 1.093, H33 1.086
4 N 1.04 3.38 1.33  C3 1.461, C5 1.450, H34 1.014
5 C 1.28 3.42 -0.10  N4 1.450, C6 1.557, C14 1.541, H35 1.103
6 C 2.73 3.27 -0.63  C5 1.557, C7 1.520, C8 1.528, O11 1.486
7 C 3.42 4.60 -0.92  C6 1.520, H36 1.088, H37 1.086, H38 1.090
8 C 3.62 2.16 -0.08  C6 1.528, C9 1.542, H39 1.091, H40 1.091
9 C 4.32 2.38 1.28  C8 1.542, C10 1.544, H41 1.090, H42 1.089
10 C 3.52 1.74 2.44  C9 1.544, H43 1.089, H44 1.087, H45 1.088
11 O 2.46 2.79 -2.01  C6 1.486, C12 1.331
12 C 1.39 1.99 -2.01  O11 1.331, O13 1.191, C14 1.563
13 O 1.25 1.01 -2.66  C12 1.191
14 C 0.36 2.52 -0.95  C5 1.541, C12 1.563, C15 1.519, O24 1.432
15 C -0.21 1.26 -0.32  C14 1.519, C16 1.539, H46 1.089, H47 1.092
16 C -1.22 1.48 0.81  C15 1.539, C17 1.531, H48 1.089, H49 1.092
17 C -2.38 0.49 0.71  C16 1.531, C18 1.530, H50 1.092, H51 1.095
18 C -3.43 0.77 1.79  C17 1.530, C19 1.523, H52 1.090, H53 1.092
19 C -4.26 2.01 1.46  C18 1.523, O20 1.438, H54 1.094, H55 1.091
20 O -3.67 3.17 2.07  C19 1.438, C21 1.369
21 C -4.17 4.34 1.58  O20 1.369, C22 1.507, O23 1.195
22 C -3.77 4.72 0.18  C21 1.507, H56 1.086, H57 1.089, H58 1.088
23 O -4.91 5.01 2.23  C21 1.195
24 O -0.66 3.30 -1.59  C14 1.432, N25 1.409
25 N -0.33 3.63 -2.92  O24 1.409, O26 1.163
26 O -1.01 4.49 -3.31  N25 1.163
27 H 0.68 7.67 2.88  C1 1.089
28 H 1.81 6.62 3.70  C1 1.090
29 H 0.09 6.16 3.66  C1 1.088
30 H 1.96 6.45 1.29  C2 1.093
31 H 0.27 5.88 1.17  C2 1.091
32 H 1.57 4.25 3.11  C3 1.093
33 H 2.79 4.46 1.89  C3 1.086
34 H 0.04 3.55 1.45  N4 1.014
35 H 0.99 4.42 -0.47  C5 1.103
36 H 2.72 5.25 -1.42  C7 1.088
37 H 3.83 5.07 -0.03  C7 1.086
38 H 4.20 4.40 -1.65  C7 1.090
39 H 3.05 1.23 -0.04  C8 1.091
40 H 4.41 2.03 -0.82  C8 1.091
41 H 5.26 1.84 1.22  C9 1.090
42 H 4.58 3.42 1.47  C9 1.089
43 H 3.92 0.75 2.63  C10 1.089
44 H 2.48 1.58 2.16  C10 1.087
45 H 3.53 2.35 3.34  C10 1.088
46 H 0.59 0.59 0.00  C15 1.089
47 H -0.74 0.74 -1.12  C15 1.092
48 H -1.62 2.49 0.85  C16 1.089
49 H -0.72 1.27 1.76  C16 1.092
50 H -2.02 -0.54 0.77  C17 1.092
51 H -2.83 0.59 -0.28  C17 1.095
52 H -4.11 -0.08 1.92  C18 1.090
53 H -2.92 0.91 2.74  C18 1.092
54 H -4.29 2.10 0.37  C19 1.094
55 H -5.29 1.92 1.81  C19 1.091
56 H -3.28 3.91 -0.36  C22 1.086
57 H -3.11 5.59 0.21  C22 1.089
58 H -4.67 5.03 -0.34  C22 1.088
59 O -2.59 -2.22 -2.83  P60 1.497
60 P -2.06 -2.49 -4.20  O59 1.497, N61 1.709, N64 1.726, N67 1.685
61 N -2.02 -0.94 -4.92  P60 1.709, C62 1.443, C63 1.457
62 C -3.00 -0.34 -5.80  N61 1.443, H70 1.097, H71 1.098, H72 1.086
63 C -1.18 0.02 -4.22  N61 1.457, H73 1.094, H74 1.094, H75 1.090
64 N -3.27 -3.59 -4.75  P60 1.726, C65 1.445, C66 1.459
65 C -4.05 -3.42 -5.96  N64 1.445, H76 1.098, H77 1.094, H78 1.093
66 C -4.09 -4.23 -3.72  N64 1.459, H79 1.097, H80 1.086, H81 1.093
67 N -0.91 -3.15 -5.25  P60 1.685, C68 1.451, C69 1.459
68 C -0.28 -2.49 -6.38  N67 1.451, H82 1.094, H83 1.092, H84 1.087
69 C -0.67 -4.59 -5.19  N67 1.459, H85 1.094, H86 1.088, H87 1.093
70 H -2.48 0.28 -6.54  C62 1.097
71 H -3.71 0.30 -5.26  C62 1.098
72 H -3.56 -1.07 -6.37  C62 1.086
73 H -0.12 -0.23 -4.32  C63 1.094
74 H -1.41 0.05 -3.15  C63 1.094
75 H -1.31 1.02 -4.62  C63 1.090
76 H -4.83 -2.66 -5.85  C65 1.098
77 H -4.54 -4.36 -6.23  C65 1.094
78 H -3.41 -3.16 -6.81  C65 1.093
79 H -4.90 -3.58 -3.37  C66 1.097
80 H -3.48 -4.50 -2.86  C66 1.086
81 H -4.53 -5.14 -4.12  C66 1.093
82 H -0.97 -2.41 -7.22  C68 1.094
83 H 0.59 -3.06 -6.70  C68 1.092
84 H 0.09 -1.50 -6.13  C68 1.087
85 H -1.22 -5.11 -5.98  C69 1.094
86 H -0.98 -5.00 -4.23  C69 1.088
87 H 0.39 -4.81 -5.31  C69 1.093
88 O 2.59 -1.68 3.28  P89 1.494
89 P 1.94 -2.89 3.85  O88 1.494, N90 1.713, N93 1.726, N96 1.684
90 N 3.27 -3.85 4.34  P89 1.713, C91 1.444, C92 1.455
91 C 3.90 -4.94 3.64  N90 1.444, H99 1.097, H100 1.098, H101 1.085
92 C 4.12 -3.22 5.34  N90 1.455, H102 1.098, H103 1.095, H104 1.089
93 N 1.08 -3.42 2.44  P89 1.726, C94 1.445, C95 1.461
94 C 1.20 -4.73 1.85  N93 1.445, H105 1.098, H106 1.094, H107 1.093
95 C 0.88 -2.41 1.40  N93 1.461, H108 1.098, H109 1.088, H110 1.093
96 N 0.83 -3.65 4.87  P89 1.684, C97 1.451, C98 1.460
97 C 1.08 -4.77 5.75  N96 1.451, H111 1.094, H112 1.092, H113 1.087
98 C -0.58 -3.32 4.72  N96 1.460, H114 1.094, H115 1.088, H116 1.093
99 H 4.22 -5.70 4.35  C91 1.097
100 H 4.78 -4.62 3.07  C91 1.098
101 H 3.23 -5.45 2.96  C91 1.085
102 H 3.61 -3.14 6.31  C92 1.098
103 H 4.43 -2.21 5.03  C92 1.095
104 H 5.03 -3.81 5.50  C92 1.089
105 H 2.13 -4.85 1.28  C94 1.098
106 H 0.37 -4.90 1.15  C94 1.094
107 H 1.12 -5.52 2.60  C94 1.093
108 H 1.76 -2.28 0.76  C95 1.098
109 H 0.63 -1.45 1.83  C95 1.088
110 H 0.03 -2.71 0.77  C95 1.093
111 H 1.16 -5.71 5.19  C97 1.094
112 H 0.27 -4.87 6.47  C97 1.092
113 H 1.98 -4.65 6.34  C97 1.087
114 H -1.10 -4.08 4.13  C98 1.094
115 H -0.71 -2.36 4.23  C98 1.088
116 H -1.07 -3.25 5.69  C98 1.093

SMILES: CCCN[C@H]1[C@@](C)(CCC)OC(=O)[C@]1(CCCCCOC(C)=O)ON=O.CN(C)P(=O)(N(C)C)N(C)C.CN(C)P(=O)(N(C)C)N(C)C
HOMO (eV): -8.1
Calculated total energy (hartree): -2906.4146

Here are the Löwdin charges for atoms 1 to 99, given in e: -0.11, -0.23, -0.21, 0.02, -0.18, -0.37, 0.01, -0.10, -0.22, -0.10, 0.06, -0.46, 0.16, -0.30, -0.08, -0.18, -0.19, -0.16, -0.18, -0.04, -0.53, 0.02, 0.13, -0.02, 0.01, 0.10, 0.07, 0.07, 0.07, 0.10, 0.10, 0.12, 0.09, 0.11, 0.14, 0.10, 0.08, 0.10, 0.13, 0.13, 0.10, 0.09, 0.06, 0.05, 0.07, 0.13, 0.11, 0.09, 0.12, 0.11, 0.11, 0.11, 0.12, 0.12, 0.13, 0.06, 0.09, 0.09, -0.30, 0.66, -0.33, -0.12, -0.13, -0.32, -0.14, -0.14, -0.31, -0.10, -0.12, 0.08, 0.09, 0.04, 0.06, 0.06, 0.08, 0.08, 0.08, 0.07, 0.08, 0.07, 0.08, 0.08, 0.08, 0.07, 0.09, 0.08, 0.08, -0.29, 0.66, -0.34, -0.12, -0.13, -0.31, -0.14, -0.14, -0.31, -0.10, -0.12, 0.08


Record 2
# C30H69N9O6

A cluster of 6 separate species, C30H69N9O6 in total (ωB97M-V/def2-TZVPD, the OMol25 dataset).

Bonds (Å) are listed after each position.
Atoms and positions in Å:
1 C 25.49 -3.03 9.46  C2 1.535, H12 1.090, H13 1.090, H14 1.090
2 C 24.69 -3.29 8.18  C1 1.535, C3 1.562, N7 1.544, C11 1.559
3 C 24.96 -2.01 7.32  C2 1.562, C4 1.529, H15 1.090, H16 1.090
4 C 24.77 -2.14 5.81  C3 1.529, C5 1.523, H17 1.090, H18 1.090
5 C 25.57 -3.32 5.26  C4 1.523, C6 1.571, H19 1.090, H20 1.090
6 C 25.32 -4.68 6.00  C5 1.571, N7 1.502, C9 1.525, C10 1.571
7 N 25.34 -4.52 7.50  C2 1.544, C6 1.502, O8 1.366
8 O 25.14 -5.72 8.11  N7 1.366, H30 0.960
9 C 24.03 -5.29 5.47  C6 1.525, H21 1.090, H22 1.090, H23 1.090
10 C 26.55 -5.55 5.56  C6 1.571, H24 1.090, H25 1.090, H26 1.090
11 C 23.16 -3.52 8.36  C2 1.559, H27 1.090, H28 1.090, H29 1.090
12 H 25.62 -3.94 10.04  C1 1.090
13 H 24.91 -2.37 10.11  C1 1.090
14 H 26.51 -2.73 9.24  C1 1.090
15 H 24.37 -1.18 7.71  C3 1.090
16 H 25.99 -1.68 7.48  C3 1.090
17 H 25.03 -1.25 5.24  C4 1.090
18 H 23.70 -2.27 5.67  C4 1.090
19 H 26.63 -3.15 5.41  C5 1.090
20 H 25.37 -3.47 4.20  C5 1.090
21 H 23.97 -6.26 5.97  C9 1.090
22 H 23.13 -4.73 5.74  C9 1.090
23 H 24.06 -5.55 4.41  C9 1.090
24 H 27.49 -5.07 5.86  C10 1.090
25 H 26.57 -6.49 6.10  C10 1.090
26 H 26.55 -5.85 4.52  C10 1.090
27 H 22.91 -4.55 8.63  C11 1.090
28 H 22.55 -3.36 7.48  C11 1.090
29 H 22.72 -2.90 9.14  C11 1.090
30 H 25.94 -5.92 8.62  O8 0.960
31 C 37.01 -12.08 -0.18  C32 1.553, H42 1.090, H43 1.090, H44 1.090
32 C 35.77 -12.01 0.76  C31 1.553, C33 1.511, N37 1.493, C41 1.568
33 C 35.08 -13.36 0.70  C32 1.511, C34 1.571, H45 1.090, H46 1.090
34 C 35.61 -14.49 1.65  C33 1.571, C35 1.494, H47 1.090, H48 1.090
35 C 35.88 -14.01 3.04  C34 1.494, C36 1.588, H49 1.090, H50 1.090
36 C 36.84 -12.74 3.09  C35 1.588, N37 1.489, C39 1.562, C40 1.534
37 N 36.24 -11.75 2.15  C32 1.493, C36 1.489, O38 1.371
38 O 36.78 -10.50 2.34  N37 1.371, H60 0.960
39 C 36.70 -12.21 4.55  C36 1.562, H51 1.090, H52 1.090, H53 1.090
40 C 38.30 -13.08 2.74  C36 1.534, H54 1.090, H55 1.090, H56 1.090
41 C 34.74 -10.91 0.34  C32 1.568, H57 1.090, H58 1.090, H59 1.090
42 H 36.66 -11.97 -1.21  C31 1.090
43 H 37.45 -13.06 -0.04  C31 1.090
44 H 37.78 -11.33 0.03  C31 1.090
45 H 34.03 -13.13 0.86  C33 1.090
46 H 35.14 -13.80 -0.30  C33 1.090
47 H 36.51 -14.97 1.26  C34 1.090
48 H 35.00 -15.38 1.79  C34 1.090
49 H 36.43 -14.82 3.51  C35 1.090
50 H 34.96 -13.86 3.60  C35 1.090
51 H 37.44 -11.48 4.90  C39 1.090
52 H 35.76 -11.70 4.78  C39 1.090
53 H 36.68 -13.07 5.22  C39 1.090
54 H 38.40 -13.54 1.76  C40 1.090
55 H 38.88 -12.17 2.87  C40 1.090
56 H 38.79 -13.79 3.41  C40 1.090
57 H 34.40 -11.07 -0.68  C41 1.090
58 H 35.21 -9.93 0.23  C41 1.090
59 H 33.90 -10.79 1.03  C41 1.090
60 H 36.00 -10.02 2.62  O38 0.960
61 C 27.74 -11.89 6.60  C62 1.605, H72 1.090, H73 1.090, H74 1.090
62 C 26.99 -12.67 5.41  C61 1.605, C63 1.512, N67 1.470, C71 1.493
63 C 25.69 -11.90 5.32  C62 1.512, C64 1.523, H75 1.090, H76 1.090
64 C 25.00 -11.93 3.96  C63 1.523, C65 1.526, H77 1.090, H78 1.090
65 C 25.98 -11.50 2.87  C64 1.526, C66 1.567, H79 1.090, H80 1.090
66 C 27.22 -12.46 2.78  C65 1.567, N67 1.494, C69 1.559, C70 1.536
67 N 27.76 -12.63 4.16  C62 1.470, C66 1.494, O68 1.372
68 O 28.93 -13.34 4.25  N67 1.372, H90 0.960
69 C 26.75 -13.81 2.15  C66 1.559, H81 1.090, H82 1.090, H83 1.090
70 C 28.31 -11.80 1.92  C66 1.536, H84 1.090, H85 1.090, H86 1.090
71 C 26.67 -14.04 5.92  C62 1.493, H87 1.090, H88 1.090, H89 1.090
72 H 27.76 -10.81 6.44  C61 1.090
73 H 28.77 -12.23 6.59  C61 1.090
74 H 27.38 -12.11 7.61  C61 1.090
75 H 24.99 -12.35 6.02  C63 1.090
76 H 25.73 -10.89 5.73  C63 1.090
77 H 24.11 -11.31 4.02  C64 1.090
78 H 24.61 -12.93 3.78  C64 1.090
79 H 26.39 -10.51 3.09  C65 1.090
80 H 25.51 -11.41 1.90  C65 1.090
81 H 26.25 -13.67 1.19  C69 1.090
82 H 27.64 -14.43 2.03  C69 1.090
83 H 26.11 -14.39 2.82  C69 1.090
84 H 28.49 -10.74 2.07  C70 1.090
85 H 29.26 -12.33 1.99  C70 1.090
86 H 28.07 -11.83 0.86  C70 1.090
87 H 26.08 -14.00 6.83  C71 1.090
88 H 27.65 -14.45 6.12  C71 1.090
89 H 26.14 -14.61 5.15  C71 1.090
90 H 28.66 -14.24 4.05  O68 0.960
91 C 32.41 -9.04 4.48  O92 1.189, N93 1.290, N94 1.277
92 O 33.35 -8.37 4.18  C91 1.189
93 N 32.40 -10.33 4.41  C91 1.290, H95 1.010, H96 1.010
94 N 31.27 -8.63 4.89  C91 1.277, H97 1.010, H98 1.010
95 H 31.65 -11.00 4.52  N93 1.010
96 H 33.24 -10.77 4.09  N93 1.010
97 H 30.64 -9.36 5.19  N94 1.010
98 H 31.23 -7.66 5.16  N94 1.010
99 C 30.27 -6.46 9.96  O100 1.231, N101 1.284, N102 1.299
100 O 29.20 -6.76 10.48  C99 1.231
101 N 30.45 -5.28 9.48  C99 1.284, H103 1.010, H104 1.010
102 N 31.34 -7.19 9.86  C99 1.299, H105 1.010, H106 1.010
103 H 29.65 -4.68 9.60  N101 1.010
104 H 31.17 -5.02 8.82  N101 1.010
105 H 31.38 -8.11 10.28  N102 1.010
106 H 32.13 -6.98 9.28  N102 1.010
107 C 31.91 -3.07 3.63  O108 1.230, N109 1.261, N110 1.283
108 O 32.23 -3.08 4.82  C107 1.230
109 N 31.20 -2.18 3.08  C107 1.261, H111 1.010, H112 1.010
110 N 32.18 -4.02 2.82  C107 1.283, H113 1.010, H114 1.010
111 H 30.83 -1.49 3.71  N109 1.010
112 H 30.95 -2.33 2.11  N109 1.010
113 H 32.80 -4.75 3.15  N110 1.010
114 H 31.68 -4.17 1.96  N110 1.010

SMILES: CC1(C)CCCC(C)(C)N1O.CC1(C)CCCC(C)(C)N1O.CC1(C)CCCC(C)(C)N1O.NC(N)=O.NC(N)=O.NC(N)=O
HOMO (eV): -7.8
Calculated total energy (hartree): -2128.5595

Here are the Löwdin charges for atoms 1 to 99, given in e: -0.04, -0.43, -0.15, -0.19, -0.14, -0.48, -0.12, -0.02, -0.04, -0.04, -0.03, 0.07, 0.09, 0.08, 0.12, 0.10, 0.11, 0.10, 0.11, 0.12, 0.08, 0.07, 0.08, 0.08, 0.07, 0.08, 0.08, 0.06, 0.08, 0.11, -0.03, -0.49, -0.13, -0.18, -0.15, -0.46, -0.15, -0.01, -0.04, -0.03, -0.03, 0.08, 0.06, 0.08, 0.11, 0.12, 0.10, 0.11, 0.11, 0.12, 0.08, 0.07, 0.08, 0.06, 0.09, 0.08, 0.08, 0.08, 0.08, 0.10, -0.02, -0.51, -0.17, -0.17, -0.13, -0.47, -0.12, -0.01, -0.02, -0.04, -0.04, 0.07, 0.06, 0.08, 0.11, 0.11, 0.11, 0.10, 0.11, 0.12, 0.09, 0.07, 0.07, 0.08, 0.07, 0.08, 0.09, 0.08, 0.08, 0.09, -0.86, 0.06, 0.17, 0.18, 0.11, 0.10, 0.11, 0.13, -0.80


Question: What is the HOMO in the first record?
Answer: -8.1 eV


Question: Which of these has the highest HOMO?
Answer: C30H69N9O6


Question: Which of these has the lowest calculated total energy?
Answer: C30H68N8O8P2